[1]
A structure of composition C25H42Cl2NO6P2S3Ti at a distorted geometry. Source: the OMol25 dataset; level of theory: ωB97M-V/def2-TZVPD.

XYZ file:
```
82
Properties=species:S:1:pos:R:3
C 3.591 3.890 -4.791
P -1.706 0.769 1.970
O 0.143 -1.825 0.767
C 2.623 2.707 -6.649
H 0.884 1.522 -6.204
H 2.626 2.447 -7.700
H -2.222 -3.864 -5.450
O 0.807 0.555 0.132
C 1.644 2.188 -5.815
H 4.489 -1.669 4.041
C 1.630 2.523 -4.458
H 3.542 -2.760 3.010
C 2.888 -0.704 2.994
H -4.104 -0.993 0.631
H -3.883 -2.667 4.054
H -1.220 -3.930 1.926
S 0.346 -1.306 -2.397
H 0.683 2.672 3.959
H 2.124 -0.892 3.752
H -1.180 -3.847 0.150
C 0.063 3.479 3.556
C -3.171 -1.861 3.868
C -1.769 3.804 -1.396
C -1.324 -1.750 -3.106
C -1.902 2.402 4.741
H -1.995 3.969 3.297
H 4.349 4.553 -4.394
H -1.414 4.130 -2.361
C 2.612 3.381 -3.952
H -0.296 -5.123 0.996
H -3.044 -1.296 4.794
S -2.477 -0.937 -1.972
C 3.598 3.554 -6.139
H 1.063 -3.157 2.073
H 4.152 0.898 2.328
H 1.232 -3.756 -0.919
Cl -2.864 2.432 -1.641
O -1.610 2.288 2.259
H 3.896 0.836 4.083
C -3.678 -1.634 1.400
O -2.930 0.294 2.788
H 4.686 -1.621 2.276
H 2.599 3.635 -2.900
C 0.636 1.969 -3.580
C -1.398 3.082 3.483
H 0.277 -2.130 -5.265
H 2.618 1.449 3.021
N -1.524 -1.330 -4.457
H -1.305 1.517 4.988
H -4.704 -0.652 2.996
H -0.425 -0.884 3.212
O 2.263 -0.865 1.676
C -0.198 1.482 -2.837
Ti -0.725 0.425 -1.233
H -0.529 -4.370 -5.232
C 3.416 0.706 3.112
H -2.663 -1.896 1.091
H 4.366 3.953 -6.794
H -4.266 -2.552 1.449
C 3.967 -1.757 3.087
O -1.812 0.548 0.490
H 0.169 4.336 4.223
P 0.829 -0.507 1.213
H -2.946 2.107 4.647
C -0.813 -2.210 -5.367
C -0.188 -0.004 2.613
H 2.081 -4.599 0.393
C 0.636 -3.199 1.068
C -3.696 -0.976 2.759
Cl -0.362 3.293 -0.439
H -1.356 -0.343 -4.580
H 0.435 3.762 2.571
C -1.271 -3.615 -4.984
C 1.681 -3.637 0.067
H 2.498 -2.924 -0.008
S -1.498 -3.564 -3.172
H -1.815 3.106 5.572
H -2.292 4.579 -0.858
C -0.595 -4.075 1.044
H 0.332 0.730 3.231
H -1.089 -1.973 -6.393
H -2.214 -2.318 3.590
```

The calculation puts the energy above the lowest of the compared OMol25 structures with the same formula, charge and spin at 1.401 eV. Its spin multiplicity is 1. The strongest force on any atom comes out at 0.0247 Eh/bohr. As for the charge: +1.

Mulliken atomic charge list, values in e, 8 entries: -0.560, 0.513, 0.265, -0.571, 0.433, 0.397, 0.349, -0.476

[2]
A structure of composition C25H43AsCsN6O2PSe4Te at a distorted geometry. Source: the OMol25 dataset; level of theory: ωB97M-V/def2-TZVPD.

XYZ file:
```
84
Properties=species:S:1:pos:R:3
H 2.917 -1.832 2.648
H 5.497 2.704 -1.448
N -3.034 0.012 -0.101
H 1.384 1.522 -3.719
H -3.329 -2.615 1.975
Se -0.811 2.050 -4.959
H -1.576 -2.808 -1.408
H -1.094 -4.894 -2.724
H 1.704 -1.758 -5.063
H -4.550 1.184 -0.888
O 2.436 3.038 -0.832
H 2.268 -2.391 1.095
C 2.254 1.089 -3.203
C -2.708 -1.016 0.668
H -3.655 1.239 2.672
H 3.777 4.735 -2.976
H -1.375 -5.297 -1.034
P 0.554 -2.227 -2.312
H -1.116 -2.394 -4.016
H 0.267 -5.265 -1.667
Se -2.749 3.747 -1.784
C -0.036 -2.570 -4.023
C 0.082 -0.550 6.123
C 0.466 1.536 5.037
C 3.178 -0.447 1.015
H 0.261 -1.888 -6.067
C 0.754 -0.092 7.248
N -3.062 4.278 1.715
H -1.650 -1.229 0.779
N -6.833 -2.895 2.319
H 0.366 -0.605 -4.869
H 4.193 -0.791 0.799
C -3.644 -1.800 1.339
H 1.543 3.005 6.156
C 0.615 -1.652 -5.060
H 2.343 4.125 -3.848
C -0.597 -3.290 -1.336
O 2.620 -0.125 -0.259
H 3.962 3.570 -4.323
H -5.098 3.573 0.594
C -0.088 0.249 4.982
Te -1.821 1.551 -2.709
H 2.960 0.713 -3.949
C 2.096 -3.250 -2.230
H 3.259 0.460 1.624
H 3.416 -1.544 -2.020
H -0.330 -1.553 6.113
Se -5.120 3.802 -1.967
As 3.152 2.438 -2.224
H 1.936 0.283 -2.547
C -0.703 -4.765 -1.713
C 3.364 -2.472 -2.591
C -4.321 0.332 -0.247
C -3.697 3.158 1.968
Cs 0.149 3.410 -0.160
N -0.698 4.818 2.151
H 4.901 1.056 -1.139
Se -1.031 -0.383 3.442
C -4.977 -1.467 1.173
H -2.238 2.080 2.959
C -1.808 4.492 2.019
H 3.386 -2.212 -3.652
N -4.955 3.055 1.471
H -5.340 2.126 1.447
H 1.807 1.554 8.162
H 0.361 2.188 4.177
C 4.949 1.863 -1.867
C 2.394 -1.517 1.741
C 3.340 3.877 -3.482
C 1.137 1.999 6.161
H -0.297 -3.187 -0.288
C -6.010 -2.266 1.820
H 2.174 -3.603 -1.197
H 4.263 -3.057 -2.379
H -6.372 -0.112 0.230
H 1.689 0.109 -0.142
N -3.217 2.145 2.707
C 1.289 1.191 7.282
C -5.335 -0.385 0.376
H 1.997 -4.135 -2.867
H 5.429 1.519 -2.784
H 0.861 -0.745 8.108
H 0.121 -3.624 -4.277
H 1.406 -1.166 2.052
```

The calculation puts the energy above the lowest of the compared OMol25 structures with the same formula, charge and spin at 0.812 eV. Its spin multiplicity is 1. The strongest force on any atom comes out at 0.0559 Eh/bohr. As for the charge: -2.

Mulliken atomic charge list, values in e, 8 entries: 0.407, 0.385, 0.467, -0.131, 0.514, -0.870, 0.188, 0.285

[3]
A structure of composition C25H43BrCl2I3NO5S at a distorted geometry. Source: the OMol25 dataset; level of theory: ωB97M-V/def2-TZVPD.

XYZ file:
```
81
Properties=species:S:1:pos:R:3
C -0.862 -2.229 1.416
O -1.007 -5.773 2.492
H 6.734 1.146 -2.555
H 0.958 1.151 -3.697
C 0.112 -6.644 2.557
Cl -3.171 -3.015 -1.801
C 0.705 3.980 1.232
C 6.409 -0.066 -0.602
H 5.523 -0.534 -3.603
O 0.996 -6.404 3.402
H 1.091 -0.498 -2.969
C -3.443 3.249 -0.583
C -3.083 -0.823 -3.351
C 4.888 -0.174 -2.706
H -3.066 3.269 -1.675
H 4.108 1.559 -3.844
O -0.057 -3.199 -1.129
H 3.098 0.065 -4.163
C -2.717 -0.286 -0.855
C 2.574 1.120 -2.212
C 1.347 2.774 0.334
C 3.651 0.625 -3.340
H 0.157 -7.529 1.829
I 2.382 0.296 1.714
H 2.682 2.267 -2.213
O 0.692 -0.685 -0.501
H -3.781 -0.428 -0.489
C 5.895 0.790 -1.857
H -2.615 -3.633 0.743
Cl -3.438 -1.341 1.953
H -3.282 -1.719 -4.044
H 5.274 1.704 -1.556
H 2.919 0.634 -1.242
I 0.555 -2.800 3.059
O 1.681 -2.783 0.343
C -0.122 1.096 -1.786
C -2.404 -1.365 -1.949
H -1.481 -5.576 0.478
H -0.975 0.801 -2.477
I 3.502 2.908 0.904
H 1.386 3.103 -0.738
C 1.153 0.616 -2.687
H -1.426 1.416 4.615
S 0.323 -2.181 -0.052
C -2.168 2.697 0.293
H -1.477 2.187 2.979
H -2.822 0.688 -1.482
C 0.743 1.371 0.766
C -1.768 -3.544 1.481
H 6.451 -1.170 -0.930
H -3.876 1.147 4.736
H -4.099 -0.353 -3.069
H 0.112 -4.796 0.880
H -4.372 2.607 -0.458
H -2.391 -0.093 -3.884
C -0.941 -4.936 1.277
H 0.411 3.638 2.277
H -1.256 3.009 -0.290
H 1.517 4.784 1.373
H 7.439 0.225 -0.212
H 0.014 1.623 1.617
C -0.154 0.476 -0.294
H -0.122 2.230 -1.855
C -1.654 -0.797 1.634
C -1.359 -0.146 3.061
H -3.638 4.353 -0.311
H 4.600 -1.106 -2.119
C -3.440 1.523 3.738
H -0.148 4.505 0.675
Br -2.300 -1.274 4.487
H -0.231 -0.050 3.297
H -2.179 3.406 1.216
H 5.613 0.044 0.222
N -2.392 1.359 0.742
H -2.092 -3.654 2.584
C -1.876 1.269 3.559
H -4.103 1.206 2.872
H -3.394 1.197 0.871
H -3.566 2.673 3.805
C -1.644 0.162 0.289
H -1.302 -1.342 -2.221
```

The calculation puts the energy above the lowest of the compared OMol25 structures with the same formula, charge and spin at 6.917 eV. Its spin multiplicity is 1. The strongest force on any atom comes out at 0.1827 Eh/bohr.

Mulliken atomic charge list, values in e, 8 entries: -2.159, -0.274, 0.358, 0.525, 0.185, -0.189, -0.845, -0.899

[4]
A structure of composition C25H43Cl3N5O4ScSi at a distorted geometry. Source: the OMol25 dataset; level of theory: ωB97M-V/def2-TZVPD.

XYZ file:
```
82
Properties=species:S:1:pos:R:3
H 3.030 0.661 0.970
H -2.633 -1.757 2.595
C 0.744 4.267 2.331
H 1.459 3.573 -4.632
H 1.032 3.215 2.228
H -2.886 -5.294 1.283
H 0.011 -3.823 -5.321
H -2.056 -1.749 -1.526
Cl -3.073 1.736 -0.551
H -0.340 2.092 -5.663
H 1.435 -4.712 1.357
H 1.776 3.929 -2.882
H -1.095 -5.181 -4.992
H 2.390 -0.568 4.304
C 1.697 0.046 2.346
C -1.985 -4.784 0.933
C 1.464 3.157 -3.604
O 0.024 -1.763 -2.260
H 3.230 -4.039 -1.171
H -1.978 1.855 -4.907
C -1.237 -2.951 -3.088
C -1.758 -2.079 -4.203
H -2.581 -1.459 -3.824
H 3.435 -2.162 0.099
H 2.018 -3.952 -2.485
H -0.974 -1.376 -4.531
H -2.073 -1.842 4.303
H 0.231 -1.834 4.772
H 3.602 0.603 2.602
H 1.743 -1.586 -3.613
H 3.518 -1.305 -3.705
H -0.295 6.412 0.951
C -1.347 4.035 -2.354
H -0.603 -5.980 2.084
C 3.188 -1.454 -0.738
C -0.231 -4.626 -4.595
C -1.053 5.841 1.501
H 2.150 2.295 -3.556
H -1.692 -3.167 3.202
Sc -0.788 1.562 0.190
C 1.568 -0.619 3.598
N 0.649 0.067 1.497
H -1.396 3.512 -5.325
C 0.317 -3.449 0.027
C -1.097 -2.275 -1.721
C -1.818 -2.075 3.260
H -2.362 3.637 1.037
O -1.074 2.317 2.061
C 0.432 -1.319 3.846
Cl -0.584 0.713 -2.056
H -1.280 6.344 2.452
H -3.064 -3.407 -0.393
N -0.582 4.494 1.741
H -0.210 -4.643 -2.383
H 2.488 -0.228 -2.695
C -1.400 3.474 1.579
H 1.474 4.875 1.788
O 3.229 -0.246 -0.621
H -2.385 3.636 -2.286
C -0.610 -4.124 -3.257
H 0.746 4.548 3.393
C -1.094 2.508 -4.973
H 0.636 -5.297 -4.528
N 2.822 0.709 1.985
H -1.972 5.773 0.905
Si -0.333 2.706 -3.260
H -0.927 4.215 -1.331
C 2.965 -3.530 -2.110
H 3.752 -3.724 -2.859
C 2.629 -1.252 -3.060
H 1.187 -2.884 -0.320
N 2.841 -2.091 -1.890
C -0.939 -3.168 -0.513
C -2.099 -3.753 -0.008
N -0.573 -1.389 2.927
C -0.708 -5.149 1.386
H -2.082 -2.671 -5.068
Cl 1.254 2.769 -0.531
C 0.437 -4.468 0.976
C -0.438 -0.675 1.767
O -1.407 -0.593 0.932
H -1.338 4.995 -2.934
```

The calculation puts the energy above the lowest of the compared OMol25 structures with the same formula, charge and spin at 1.355 eV. Its spin multiplicity is 1. The strongest force on any atom comes out at 0.0706 Eh/bohr.

Mulliken atomic charge list, values in e, 8 entries: 0.293, 0.278, -0.701, 0.380, 0.067, 0.356, 0.371, 0.315

[5]
A cluster of 8 separate species, C25H43FNO18 in total at a distorted geometry. Source: the OMol25 dataset; level of theory: ωB97M-V/def2-TZVPD.

XYZ file:
```
88
Properties=species:S:1:pos:R:3
C -4.001 -1.424 1.740
H -0.120 -2.661 -2.647
C 1.436 -2.812 -4.872
H 0.240 -3.607 -0.345
H -1.219 -4.126 5.555
H -2.081 0.895 1.497
H 0.155 2.267 0.692
H 2.457 6.206 3.917
O -4.900 -4.589 0.963
H 5.495 0.340 -2.752
O 0.491 -3.860 -4.926
O -3.351 -3.161 0.396
H 2.292 5.726 5.504
C 1.984 3.721 2.992
H -2.046 -1.204 -1.139
O 1.004 2.970 2.516
O 1.235 -1.707 -4.078
H 1.433 -3.224 -7.551
O -1.277 -1.742 5.891
H -0.366 2.736 -1.603
H -1.311 1.998 2.510
C -0.602 -4.813 4.944
H 0.385 -4.624 5.330
H 1.631 -3.347 0.719
H -1.410 4.477 -0.512
H -2.962 -0.016 -0.478
H 4.304 0.602 -1.457
O 1.074 -2.972 3.385
H 2.110 -4.557 -6.530
O -0.998 4.097 -5.355
H -3.051 1.675 -2.523
O 0.181 -0.288 5.159
O -0.742 -4.574 3.609
C -4.423 -3.479 0.932
H 0.166 -2.244 0.789
H -3.091 3.983 -1.167
H 4.984 2.055 -2.292
C -2.023 3.716 -0.912
H -0.334 -1.024 -3.081
C 0.326 0.427 3.910
C -0.826 -0.054 3.062
O -5.002 -2.401 1.561
H -4.321 -0.328 1.595
C 0.089 -3.798 2.883
H 1.236 1.087 -3.179
C -3.004 -1.872 0.662
H -2.717 1.085 3.009
N 2.242 3.934 -2.098
H 3.665 5.168 4.604
C -1.207 3.564 -4.275
H 3.201 -0.230 -3.334
H 0.337 1.511 3.946
C 0.429 -1.745 -2.867
H -0.413 -0.590 2.247
H -0.861 -5.836 5.253
C 3.402 0.823 -3.222
C -2.973 -1.133 -0.662
C -1.793 1.067 2.477
C -2.005 1.972 -2.816
H -2.073 3.026 -0.130
H 1.233 1.335 1.345
O -0.132 -4.004 1.586
C 2.086 1.370 -2.639
H 1.872 2.787 0.577
O 3.180 3.800 2.248
F 0.041 0.104 -0.354
C 2.583 5.385 4.542
C 2.295 -3.563 -6.980
C -0.915 -1.004 5.007
C -1.243 3.054 -2.089
O 1.789 4.319 4.128
O -1.539 -0.852 3.889
H -1.902 -1.799 0.912
O -1.900 2.436 -4.091
H 0.961 -1.313 -2.093
O -0.942 4.013 -3.107
H 2.030 0.766 -1.796
C 1.070 2.382 1.253
H 3.493 1.183 -4.279
C 4.619 0.969 -2.415
H 1.320 0.051 3.489
H -3.850 -1.309 -1.324
C 2.163 2.805 -2.333
H -3.422 -1.501 2.668
O 2.331 -2.733 -5.872
C 0.514 -3.242 0.590
H 3.238 -3.576 -7.547
H -1.431 1.047 -2.718
```

The calculation puts the energy above the lowest of the compared OMol25 structures with the same formula, charge and spin at 0.000 eV. Its spin multiplicity is 1. The strongest force on any atom comes out at 0.1932 Eh/bohr. As for the charge: -1.

Mulliken atomic charge list, values in e, 8 entries: 0.175, 0.496, 0.589, 0.254, 0.268, -0.409, -0.004, 0.355

[6]
A structure of composition C25H43InN3O5Si. Source: the OMol25 dataset; level of theory: ωB97M-V/def2-TZVPD.

XYZ file:
```
78
Properties=species:S:1:pos:R:3
H -4.561 -1.100 1.810
H 0.328 -3.914 -1.308
C -1.817 3.029 -1.825
H -1.944 4.115 -1.785
H -0.763 2.833 -2.053
C 2.325 -2.477 0.032
N 2.002 1.956 0.552
H -4.323 -1.346 0.088
H 4.481 -3.266 1.864
H 0.497 -5.203 -0.103
H -4.372 2.230 -0.999
C -4.154 -0.644 0.902
H -4.088 2.465 0.724
H -2.965 -0.022 3.229
C 0.603 -4.136 -0.277
H 2.801 -5.242 1.254
H 2.693 -5.678 -0.450
C -3.662 0.005 -2.629
H -1.526 0.795 2.623
C 3.126 4.377 1.164
C -1.936 -1.646 1.445
In 0.654 0.367 -0.304
H 4.997 -0.620 0.537
C 2.573 2.047 -1.817
C -3.738 2.736 -0.272
H 3.639 -0.189 -0.489
H -3.002 -2.277 -1.265
C -2.272 -0.363 -2.080
C 3.918 -0.703 0.429
N 1.992 -3.778 -0.011
C 1.292 1.461 2.744
H 0.728 1.254 4.517
Si -1.902 0.537 -0.415
C 2.524 3.617 2.166
H -3.858 -0.582 -3.531
H -3.733 1.055 -2.911
O 1.200 1.915 3.985
C -2.561 0.540 2.382
O 1.892 0.945 -1.907
C 2.579 2.668 -0.407
H -0.878 -1.486 1.674
H 5.550 -2.688 0.588
C 4.563 -3.101 0.785
C -2.215 -1.887 -1.908
O 0.855 0.394 2.373
H -2.411 2.665 -2.661
H -4.741 0.253 0.701
C -1.229 -0.023 -3.157
O 3.186 2.609 -2.690
H -1.633 2.846 1.608
H 3.563 5.337 1.405
C -2.663 -0.333 1.123
N 3.579 -2.112 0.345
C 1.974 2.404 1.809
H -2.339 -2.355 -2.889
C -2.244 2.430 -0.478
H -0.221 -0.352 -2.890
C 4.357 -4.391 0.022
C 2.937 -4.866 0.235
C -1.443 3.188 0.593
H -1.706 4.250 0.549
H -1.174 1.035 -3.399
C 3.164 3.900 -0.134
H -4.466 -0.208 -1.924
H -1.250 -2.213 -1.508
H -1.492 -0.555 -4.077
H 5.056 -5.153 0.364
H -0.071 -3.602 0.391
H -2.003 -2.374 0.640
H -3.137 1.461 2.306
H -0.366 3.126 0.401
H -3.905 3.811 -0.391
H -2.394 -2.094 2.333
H 3.454 -0.226 1.293
O 1.416 -1.634 -0.248
H 3.630 4.442 -0.944
H 2.483 3.956 3.191
H 4.542 -4.218 -1.039
```

The calculation puts the energy above the lowest of the compared OMol25 structures with the same formula, charge and spin at 0.214 eV. Its spin multiplicity is 1. The strongest force on any atom comes out at 0.0100 Eh/bohr. As for the charge: +1.

Mulliken atomic charge list, values in e, 8 entries: 0.544, 0.284, -1.922, 0.596, 0.233, 0.171, 0.359, 0.336

Number 1: electronic energy -139625.84094 eV. Number 2: electronic energy -379015.37625 eV. Number 3: electronic energy -168562.41365 eV. Number 4: electronic energy -108413.02418 eV. Number 5: electronic energy -67680.75276 eV. Number 6: electronic energy -54380.88980 eV.